(1)
The following is a quantum chemistry calculation of a molecular structure, C10H19AlClIN3O2P in a non-equilibrium geometry, from OMol25.

- LUMO: -7.1 eV
- Total charge: +2
- Calculated total energy: -55743.0062 eV
- Frontier orbital gap: 0.32815 Eh

Cartesian coordinates (Å):
I  0.84884  -2.69023  -1.01554
Cl  -2.49095  -0.82291  -0.49926
P  -0.22835  0.98665  -2.22760
Al  -0.44120  -0.31936  -0.18485
O  2.83341  0.12820  -0.10059
O  -0.60207  1.24132  0.96798
N  -0.20772  1.12123  3.23010
N  0.00968  -0.74988  1.76718
N  0.92706  -2.73668  2.48077
C  -0.64230  2.52270  3.34240
C  1.71613  0.00150  -0.31448
C  -0.14428  -3.93985  -2.47059
C  0.54866  -1.48784  2.77258
C  -1.29610  0.28007  -3.52197
C  -0.87392  2.65664  -1.93557
C  0.26962  0.37763  4.28813
C  0.66633  -0.90299  4.04922
C  -0.26669  0.55946  2.01793
C  1.37085  1.27339  -3.02837
H  1.33331  -3.31599  3.20316
H  0.15927  -3.56421  -3.44045
H  -1.38541  0.98959  -4.35895
H  1.05912  -1.50946  4.85321
H  0.83549  -3.10346  1.52063
H  -1.66757  2.62820  2.97283
H  0.21102  -4.95988  -2.32464
H  2.08537  1.70069  -2.31385
H  -1.21325  -3.85814  -2.34088
H  -0.86838  -0.66924  -3.87250
H  0.03331  3.16813  2.76270
H  -1.85905  2.57342  -1.46788
H  -0.63864  2.79914  4.39828
H  -0.21460  3.19234  -1.24542
H  -2.27590  0.06649  -3.07218
H  1.79225  0.32263  -3.37650
H  0.30117  0.88092  5.25379
H  1.26639  1.95650  -3.88499
H  -0.95092  3.20324  -2.88385

Force components x, y, z for each atom (eV/Å):
I 0.0 -0.8 -0.7
Cl 0.3 -0.3 0.3
P -0.7 0.3 -0.9
Al -1.0 0.7 -0.4
O -2.9 -0.2 -0.9
O 0.7 -1.4 0.9
N 0.0 0.0 0.3
N 0.4 0.9 0.5
N -0.1 0.5 0.0
C -0.1 0.5 0.2
C 3.9 0.4 1.8
C 0.0 -0.1 -0.3
C -0.3 -0.6 -1.3
C 0.0 0.0 0.1
C -0.1 0.0 0.2
C -0.1 -0.4 -1.0
C 0.2 0.1 1.2
C -0.5 0.4 -1.2
C 0.4 -0.2 0.1
H -0.1 0.0 -0.2
H 0.1 0.1 0.0
H 0.0 -0.3 0.2
H 0.0 0.1 0.1
H 0.0 0.2 1.1
H 0.3 -0.1 0.0
H 0.0 0.3 0.2
H -0.1 0.1 -0.2
H -0.1 0.1 0.2
H -0.1 0.3 0.0
H -0.3 -0.2 0.3
H 0.1 0.1 -0.1
H 0.2 0.0 -0.2
H -0.1 0.0 -0.1
H 0.3 0.2 -0.3
H -0.1 0.2 -0.1
H 0.1 -0.3 -0.2
H 0.0 -0.2 0.3
H 0.0 -0.1 0.2

---

(2)
The following is a quantum chemistry calculation of a single C4H2 molecule in a non-equilibrium geometry, from OMol25.

- LUMO: 0.7 eV
- Total charge: 0
- SMILES: C#CC#C
- Calculated total energy: -4175.3038 eV
- Frontier orbital gap: 0.38063 Eh

Cartesian coordinates (Å):
C  0.74309  -0.06328  -0.67365
C  1.62666  0.09700  0.14094
C  -1.67773  -0.01444  -0.36836
C  -0.58505  -0.38199  -0.74109
H  2.52119  0.02103  0.67694
H  -2.67345  0.30653  -0.35082

Force components x, y, z for each atom (eV/Å):
C 1.0 -0.7 1.6
C 0.3 -0.2 -1.4
C 0.2 -0.9 -1.1
C -1.4 1.5 0.1
H 0.7 0.3 0.5
H -0.8 0.0 0.3

---

(3)
The following is a quantum chemistry calculation of a molecular structure, C15H31BrN3 in a non-equilibrium geometry, from OMol25.

- LUMO: -2.5 eV
- Total charge: +1
- Calculated total energy: -90557.4204 eV
- Frontier orbital gap: 0.31801 Eh

Cartesian coordinates (Å):
Br  0.87283  1.16850  -2.24021
N  2.03168  -0.20517  -0.01433
N  -1.81659  -1.25773  -1.55880
N  -2.01225  0.90687  -0.80045
C  -1.38536  0.62784  1.89031
C  -2.78155  -1.19784  -0.55706
C  0.13390  0.74718  1.61747
C  -1.34935  0.04427  -1.67971
C  -1.89586  1.66141  2.97423
C  2.31527  -2.59438  0.46655
C  2.77340  1.15698  -0.13662
C  2.23321  -2.46267  -1.12063
C  -0.82778  2.84980  0.17137
C  -2.79830  0.07152  -0.02546
C  2.69952  -1.20058  0.93127
C  0.51355  -0.03064  0.32175
C  2.17034  -0.92061  -1.40157
C  -1.39897  -2.49171  -2.12993
C  -1.93719  2.30958  -0.67629
H  0.72808  0.42307  2.47186
H  1.36359  -2.95858  -1.55182
H  3.00704  -3.35965  0.81857
H  -3.43531  0.36795  0.79475
H  3.13391  -0.65566  -1.83682
H  -1.55512  -3.41087  -1.56524
H  -0.55569  3.90425  0.12455
H  0.00785  2.23529  -0.16360
H  -3.27928  -2.14324  -0.39941
H  3.16122  -2.88543  -1.50556
H  -0.65335  0.29713  -2.46586
H  -1.65262  2.68422  2.68652
H  -1.64575  1.33986  3.98524
H  0.17003  0.47747  -0.57931
H  0.13912  -1.04313  0.47265
H  -2.89098  2.64388  -0.26808
H  0.34337  1.81463  1.54839
H  -1.84924  0.87094  0.93437
H  -1.64916  -0.40242  2.12919
H  1.29553  -0.72050  -2.02025
H  2.50681  1.64388  0.80145
H  -1.84146  2.70290  -1.68833
H  3.76245  -1.01374  0.77833
H  -0.93823  2.75321  1.25145
H  -0.34624  -2.42127  -2.40360
H  2.43113  1.70591  -1.01390
H  -1.91385  -2.66315  -3.07524
H  -2.95107  1.43351  3.12486
H  2.37567  -0.95794  1.94338
H  1.33046  -2.92602  0.79559
H  3.86056  1.08085  -0.15601

Force components x, y, z for each atom (eV/Å):
Br 1.7 6.1 -5.1
N 0.3 -0.2 -1.3
N -0.8 4.1 2.5
N 0.4 -5.3 -2.7
C 1.4 1.4 1.3
C 0.6 0.2 0.2
C 0.9 -0.4 0.5
C -4.2 -2.1 -0.5
C -0.3 -2.5 -0.2
C -0.8 -0.1 -1.4
C -0.2 -0.4 2.0
C 0.8 0.6 1.7
C 1.2 0.2 0.5
C -3.0 -2.5 -2.2
C -0.3 0.7 -0.3
C 1.2 -0.1 1.8
C 0.3 -3.3 1.3
C 0.9 -0.5 -2.2
C -0.9 2.9 -0.5
H -0.1 -0.4 0.2
H 0.3 -0.2 0.2
H 0.1 0.2 -0.1
H -0.3 0.2 -0.6
H -0.5 0.6 -0.1
H -0.1 0.6 0.7
H -0.4 0.1 -1.1
H 0.2 1.1 0.3
H -0.3 0.4 0.8
H -0.3 0.0 -0.4
H -1.3 -0.2 -0.2
H -0.4 -0.2 0.8
H 1.2 0.5 0.0
H 0.2 -0.7 1.3
H 0.0 -0.1 -0.4
H -0.2 -0.1 -0.3
H 0.6 -0.8 0.1
H 1.5 0.3 3.1
H -0.1 0.1 0.2
H 1.3 -0.7 0.4
H 0.1 0.4 -0.1
H -0.1 0.1 0.1
H 0.0 -0.2 0.4
H -0.5 0.0 -1.0
H 0.0 -0.1 0.1
H 0.3 -0.2 0.7
H -0.2 0.1 -0.1
H -0.6 0.8 -0.8
H 0.3 0.0 0.0
H 0.0 0.3 0.4
H -0.1 -0.8 0.0